{"formula": "C7H17OP", "method": "wB97M-V/def2-TZVPD", "smiles": "C/C=C/O.CCPCC", "energy_ha": -693.39323, "relative_energy_ev": 2.1265, "e_homo_ev": -8.56, "species": ["C", "C", "C", "O", "H", "H", "H", "H", "H", "H", "C", "C", "P", "C", "C", "H", "H", "H", "H", "H", "H", "H", "H", "H", "H", "H"], "positions_angstrom": [[-1.847, 1.633, 1.100], [-3.225, 1.192, 1.272], [-3.941, 0.872, 0.165], [-5.310, 0.764, 0.034], [-1.094, 1.024, 1.616], [-1.560, 1.898, 0.041], [-1.705, 2.628, 1.501], [-3.723, 1.240, 2.290], [-3.477, 0.714, -0.856], [-5.866, 1.150, 0.761], [2.952, -1.416, -2.321], [1.689, -1.866, -1.454], [0.653, -0.341, -1.053], [1.770, 0.464, 0.311], [2.095, -0.537, 1.466], [3.264, -2.200, -3.029], [2.695, -0.463, -2.868], [3.592, -1.117, -1.499], [1.955, -2.654, -0.711], [0.979, -2.215, -2.204], [-0.028, -0.950, -0.071], [2.585, 0.862, -0.222], [1.129, 1.314, 0.685], [2.819, -0.091, 2.159], [1.239, -0.513, 2.058], [2.358, -1.393, 0.828]]}


{"formula": "C7H18AsF6NOS", "method": "wB97M-V/def2-TZVPD", "energy_ha": -3640.72707, "e_homo_ev": -10.62, "species": ["C", "C", "C", "N", "S", "C", "C", "C", "C", "O", "H", "H", "H", "H", "H", "H", "H", "H", "H", "H", "H", "H", "H", "H", "H", "H", "H", "H", "F", "As", "F", "F", "F", "F", "F"], "positions_angstrom": [[-0.990, 2.748, 0.862], [-1.838, 2.374, -0.346], [-1.291, 1.232, -1.192], [0.150, 1.428, -1.565], [0.176, 2.848, -2.642], [0.736, 0.232, -2.286], [1.131, -0.931, -1.411], [2.106, -0.642, -0.284], [2.330, -1.916, 0.556], [2.290, -3.112, -0.208], [-1.438, 3.592, 1.377], [-0.893, 1.913, 1.554], [0.008, 3.074, 0.554], [-1.969, 3.255, -0.977], [-2.843, 2.078, -0.048], [-1.853, 1.187, -2.123], [-1.375, 0.265, -0.697], [0.699, 1.634, -0.728], [1.471, 2.787, -2.991], [1.558, 0.579, -2.906], [-0.041, -0.096, -2.977], [0.249, -1.443, -1.022], [1.606, -1.641, -2.090], [3.071, -0.279, -0.641], [1.709, 0.112, 0.404], [1.608, -1.952, 1.363], [3.314, -1.901, 1.022], [1.366, -3.372, -0.319], [-3.054, -1.377, 2.159], [-1.594, -2.018, 2.844], [-1.986, -1.332, 4.377], [-0.756, -0.542, 2.394], [-0.097, -2.627, 3.470], [-1.168, -2.665, 1.268], [-2.394, -3.489, 3.252]]}


{"formula": "C7H18BN4O2Si", "method": "wB97M-V/def2-TZVPD", "smiles": "C[Si](C)(C)OCCc1n[nH]c(B(N)O)[nH+]1", "total_charge": 1, "energy_ha": -961.31126, "e_homo_ev": -12.59, "species": ["C", "Si", "C", "C", "O", "C", "C", "C", "N", "N", "C", "B", "N", "O", "N", "H", "H", "H", "H", "H", "H", "H", "H", "H", "H", "H", "H", "H", "H", "H", "H", "H", "H"], "positions_angstrom": [[-0.615, 2.762, -1.718], [-1.192, 1.251, -2.669], [0.204, 0.556, -3.696], [-2.618, 1.686, -3.772], [-1.758, 0.126, -1.555], [-0.873, -0.730, -0.890], [-1.286, -0.760, 0.592], [-0.269, -1.426, 1.440], [0.071, -2.682, 1.417], [1.051, -2.789, 2.330], [1.347, -1.653, 2.933], [2.450, -1.332, 4.044], [2.450, -0.104, 4.818], [3.370, -2.296, 4.180], [0.499, -0.775, 2.370], [-0.527, 2.550, -0.647], [0.355, 3.127, -2.063], [-1.338, 3.575, -1.815], [1.196, 0.714, -3.269], [0.060, -0.505, -3.917], [0.174, 1.077, -4.657], [-2.507, 2.714, -4.125], [-3.584, 1.583, -3.277], [-2.614, 1.050, -4.661], [-0.949, -1.739, -1.307], [0.175, -0.408, -0.974], [-1.378, 0.278, 0.921], [-2.263, -1.231, 0.699], [1.507, -3.677, 2.499], [1.546, 0.125, 5.223], [2.727, 0.720, 4.289], [4.155, -1.992, 4.659], [0.433, 0.206, 2.599]]}


{"formula": "C7H18BO4", "method": "wB97M-V/def2-TZVPD", "total_charge": -1, "energy_ha": -603.38687, "e_homo_ev": -4.29, "species": ["C", "C", "C", "C", "O", "C", "C", "O", "B", "O", "H", "H", "H", "H", "H", "H", "H", "H", "H", "H", "H", "H", "H", "H", "C", "O", "H", "H", "H", "H"], "positions_angstrom": [[3.071, 1.432, 0.038], [3.593, 0.013, -0.236], [2.744, -0.721, -1.284], [1.609, -1.502, -0.620], [0.514, -1.708, -1.494], [-0.542, -0.788, -1.318], [-1.351, -0.864, -0.024], [-2.169, 0.277, -0.127], [-1.412, 1.275, -1.008], [-0.126, 0.533, -1.315], [2.007, 1.493, -0.212], [3.607, 2.169, -0.564], [3.174, 1.710, 1.089], [3.578, -0.566, 0.697], [4.639, 0.038, -0.555], [3.378, -1.396, -1.869], [2.285, -0.002, -1.966], [1.965, -2.488, -0.300], [1.295, -0.959, 0.276], [-1.242, -0.974, -2.149], [-1.934, -1.784, 0.107], [-0.675, -0.767, 0.844], [-2.047, 1.446, -2.056], [-1.165, 2.333, -0.439], [-4.233, 0.445, 2.723], [-4.390, -0.342, 1.566], [-5.170, 0.403, 3.282], [-3.430, 0.075, 3.372], [-4.020, 1.491, 2.477], [-3.555, -0.274, 1.066]]}


{"formula": "C7H18BaN3", "method": "wB97M-V/def2-TZVPD", "total_charge": -1, "energy_ha": -467.21286, "relative_energy_ev": 0.0000, "e_homo_ev": -2.27, "species": ["C", "Ba", "N", "N", "H", "H", "H", "H", "H", "H", "H", "H", "H", "H", "C", "C", "C", "C", "C", "C", "N", "H", "H", "H", "H", "H", "H", "H", "H"], "positions_angstrom": [[2.343, 1.812, 0.339], [0.816, -0.053, 1.353], [-1.456, -0.149, -0.272], [1.688, -1.367, -0.960], [-1.488, 0.882, -0.373], [-0.355, -1.890, 2.374], [2.535, 2.700, 0.954], [2.282, 2.135, -0.703], [3.204, 1.111, 0.476], [1.381, -0.727, -1.691], [1.344, -2.295, -1.204], [2.703, -1.390, -1.000], [-1.413, -0.585, -1.195], [-2.345, -0.426, 0.154], [-0.406, 3.056, -1.610], [-0.496, 3.333, -0.165], [-0.599, 4.624, 0.418], [-0.622, 4.430, 1.811], [-0.563, 3.027, 2.027], [-0.507, 2.321, 3.334], [-0.494, 2.377, 0.822], [-1.394, 3.172, -2.085], [-0.029, 2.045, -1.838], [0.269, 3.782, -2.085], [-0.608, 5.550, -0.149], [-0.662, 5.180, 2.600], [0.536, 2.041, 3.625], [-0.891, 2.993, 4.118], [-1.139, 1.418, 3.324]]}


{"formula": "C7H18ClGaIN2O2P", "method": "wB97M-V/def2-TZVPD", "total_charge": 2, "energy_ha": -3560.94278, "relative_energy_ev": 0.0000, "e_homo_ev": [-16.45, -16.44], "species": ["C", "I", "H", "H", "H", "Ga", "P", "C", "C", "H", "H", "H", "C", "H", "H", "H", "H", "H", "H", "C", "O", "Cl", "C", "N", "C", "N", "O", "H", "H", "H", "H", "H", "H"], "positions_angstrom": [[-0.403, 1.023, -0.748], [0.387, 1.058, 2.065], [-0.847, 0.738, -1.721], [0.457, 1.664, -0.958], [-1.165, 1.594, -0.207], [0.146, -0.963, -0.145], [-2.231, -0.722, 0.770], [-3.085, 0.690, 1.577], [-3.418, -1.077, -0.571], [-1.901, -2.970, 1.572], [-3.539, -2.349, 1.994], [-2.084, -1.807, 2.918], [-2.468, -2.103, 1.933], [-3.032, -1.904, -1.178], [-4.387, -1.344, -0.124], [-4.153, 0.439, 1.670], [-2.983, 1.604, 0.980], [-3.528, -0.184, -1.202], [-2.659, 0.873, 2.569], [-0.126, 4.176, 0.975], [0.791, 4.795, 1.252], [0.042, -3.000, -0.918], [4.494, 0.985, -0.064], [4.094, 0.195, -1.220], [2.968, -0.525, -1.309], [2.671, -1.136, -2.484], [2.197, -0.651, -0.289], [3.645, 1.068, 0.621], [4.815, 1.974, -0.420], [5.341, 0.502, 0.440], [4.658, 0.283, -2.059], [1.957, -1.858, -2.474], [3.344, -1.068, -3.244]]}